Run one
Computed, not measured: a 4-piece molecular cluster, C4H17NO4 overall, with the ωB97M-V functional and the def2-TZVPD basis.

* frontier orbital gap: 10.263 eV

Cartesian coordinates (Å):
C 0.30114 -2.73163 -0.22895
O 0.23284 -1.49916 0.46762
C -0.79747 -1.48959 1.45954
C -0.56991 -0.27640 2.52220
C 0.75245 -0.38358 3.24062
N -1.70505 -0.29987 3.47543
H 0.50097 -3.64302 0.33454
H 1.21612 -2.68886 -0.81979
H -0.52436 -2.95189 -0.90581
H -1.78535 -1.41774 1.00454
H -0.76281 -2.41497 2.03451
H -0.70187 0.69451 2.04469
H 1.55572 -0.29021 2.50978
H 0.88858 -1.29586 3.82140
H 0.88803 0.52239 3.83135
H -1.62929 0.60612 3.91535
H -2.51477 -0.07616 2.91471
O -0.10299 1.64736 -3.55020
H -0.23142 2.43063 -3.01521
H -0.37269 0.92364 -2.98475
O 0.01011 5.85095 -1.00609
H 0.15427 6.75060 -1.29948
H 0.10762 5.89025 -0.05468
O 1.66797 -1.64452 -6.72235
H 2.41835 -1.05136 -6.75871
H 1.00392 -1.16157 -6.23038

Run two
Computed, not measured: a 5-piece molecular cluster, C4H17NO4 overall, with the ωB97M-V functional and the def2-TZVPD basis.

* frontier orbital gap: 9.209 eV

Cartesian coordinates (Å):
C 3.00740 0.00212 0.85914
C 1.84670 -0.91380 1.06513
C 0.57310 -0.67477 1.37963
C -0.37914 -1.74674 1.78089
N 0.01254 0.63882 1.24324
H 3.77741 -0.27543 1.57932
H 3.44850 -0.18978 -0.12050
H 2.80689 1.06136 1.01808
H 2.10526 -1.96392 0.98707
H -1.42018 -1.48019 1.62109
H -0.41969 -1.81572 2.88402
H -0.09725 -2.74201 1.46350
H 0.43218 1.27489 0.57852
H 0.00620 1.16567 2.10708
O -2.08616 -0.26103 -1.97700
H -1.97733 0.16637 -1.11641
H -2.90985 -0.75026 -1.87752
O -3.16536 0.90742 0.65469
H -2.78089 1.45780 -0.03727
H -2.47643 0.54406 1.21907
O 0.81740 -1.36142 -2.16730
H 0.12403 -0.94367 -2.69510
H 0.73596 -0.96959 -1.28454
O 0.35883 2.51182 -1.75968
H -0.10740 3.02835 -1.09230
H 1.20211 2.93570 -1.95289

The least stable of them is run one.

Run one
Computed, not measured: a 2-piece molecular cluster, C4H11N3O2 overall, with the ωB97M-V functional and the def2-TZVPD basis.

* frontier orbital gap: 9.429 eV

Cartesian coordinates (Å):
H -2.64060 3.21496 -1.13100
N -1.69376 3.02512 -0.79045
C -1.45741 1.83774 -0.45577
N -2.19714 0.67972 -0.58541
N -0.08327 1.58270 -0.04398
C 0.04140 1.45479 1.44902
H -2.13608 -0.11301 0.02870
H -3.09952 0.74488 -1.02642
H 0.50622 2.35148 -0.32239
H 0.97103 1.94458 1.71310
H 0.19983 0.35098 1.61076
H -0.87731 1.66070 1.97663
C 2.39773 -2.75635 -0.32348
C 1.19415 -2.01607 0.09839
O 0.75027 -1.49712 1.09693
O 0.44283 -1.88543 -1.05082
H 3.30139 -2.67992 0.30402
H 2.75994 -2.57551 -1.31962
H 2.04899 -3.80871 -0.39571
H -0.42870 -1.51554 -0.83248

Run two
Computed, not measured: one molecule with the formula C4H11N3O2, with the ωB97M-V functional and the def2-TZVPD basis.

* frontier orbital gap: 8.655 eV

Cartesian coordinates (Å):
C 0.58177 -0.44167 -2.66380
N 0.55972 0.39669 -1.50168
C 1.11600 -0.11887 0.85131
O 1.63118 -1.20142 0.71490
H 0.81495 1.35476 -1.71988
H 1.67117 0.82539 0.80066
H -0.07593 -0.09767 -3.47673
H 0.29069 -1.45184 -2.37033
H 1.60215 -0.48783 -3.04741
C -0.44113 0.50497 2.69877
C -0.36078 0.01309 1.25254
N -1.02475 0.49072 -0.81928
O -0.94991 -1.26953 1.09986
N -0.98994 0.97691 0.38706
H -0.20336 -1.89193 1.03695
H -1.23711 -0.52741 -0.88706
H -1.57594 1.05822 -1.46501
H 0.10659 -0.16724 3.35438
H -1.48549 0.52794 2.99473
H -0.02987 1.50673 2.76002

Run three
Computed, not measured: a 2-piece molecular cluster, C4H11N3O2 overall, with the ωB97M-V functional and the def2-TZVPD basis.

* frontier orbital gap: 9.352 eV

Cartesian coordinates (Å):
H -2.75276 -1.84102 1.53336
N -2.30472 -1.20562 0.89376
C -1.74490 -0.20944 1.45674
N -1.68167 -0.01969 2.86991
N -1.24974 0.79186 0.69141
C -0.17510 1.60287 1.24194
H -0.75190 -0.25982 3.20134
H -2.34168 -0.64570 3.30276
H -1.38684 0.71183 -0.29144
H 0.68378 1.02523 1.59199
H -0.55110 1.97565 2.19541
H 0.13827 2.44211 0.63802
C 2.56634 -0.32534 -2.90666
C 1.28027 -0.37798 -2.15571
O 0.71093 0.63329 -1.79794
O 0.86284 -1.58005 -1.75834
H 2.45549 0.14975 -3.85691
H 2.86047 -1.32987 -3.10691
H 3.42528 -0.00235 -2.33132
H -0.04325 -1.53572 -1.41141

The least stable of them is run two.

Run one
Computed, not measured: a 2-piece molecular cluster, C4H11N3O2 overall, with the ωB97M-V functional and the def2-TZVPD basis.

* frontier orbital gap: 9.670 eV

Cartesian coordinates (Å):
H -1.07323 -2.26077 -0.76752
N -1.14109 -1.67962 0.05834
C -1.67904 -0.54469 -0.07048
N -2.15096 0.09928 -1.20112
N -1.69120 0.37392 1.02838
C -2.80889 0.02294 1.93972
H -2.29494 -0.46566 -2.02618
H -1.58458 0.89996 -1.42132
H -0.86977 0.26955 1.58744
H -2.47595 -0.53642 2.80975
H -3.61859 -0.47760 1.40502
H -3.30285 0.92645 2.32218
C 2.84504 -0.86207 -0.80696
C 2.39539 0.48174 -0.29026
O 2.14507 0.72305 0.85730
O 2.24423 1.35721 -1.28118
H 3.79577 -1.01326 -0.29440
H 2.97235 -0.81073 -1.87677
H 2.17874 -1.69319 -0.58766
H 2.25024 2.26757 -0.96146

Run two
Computed, not measured: a 2-piece molecular cluster, C4H11N3O2 overall, with the ωB97M-V functional and the def2-TZVPD basis.

* frontier orbital gap: 9.627 eV

Cartesian coordinates (Å):
H 2.46237 1.53989 0.74773
N 1.67475 1.28078 0.22406
C 1.05693 1.54473 -0.86958
N 1.52854 2.43099 -1.86968
N -0.02788 0.67242 -1.17237
C -0.07798 0.20346 -2.60801
H 2.16596 3.14029 -1.57468
H 1.11024 2.51960 -2.66789
H -0.04153 -0.15582 -0.56873
H -0.63948 -0.81451 -2.62925
H 0.90152 0.21120 -3.00959
H -0.45969 1.12852 -3.18664
C -1.64513 -2.35413 3.04316
C -1.13162 -1.52656 1.92578
O -1.70689 -1.60060 0.85272
O -0.07009 -0.75533 2.13604
H -2.24332 -3.04220 2.51907
H -2.03397 -1.41541 3.61527
H -0.94934 -2.92428 3.64588
H 0.12662 -0.08303 1.44672

The least stable of them is run two.

Run one
Computed, not measured: one molecule with the formula C4H6FNOS, with the ωB97M-V functional and the def2-TZVPD basis.

* frontier orbital gap: 8.233 eV

Cartesian coordinates (Å):
C -2.24272 -0.22909 0.72494
S -1.34115 -1.02149 -0.76245
C 0.34746 -0.51764 -0.46359
C 1.28860 -1.50721 -0.36446
F 2.61171 -1.18426 -0.01788
C 0.38251 0.89510 -0.41217
N 1.61762 1.37996 0.14630
O -0.61408 1.58706 -0.86112
H -3.22908 -0.78948 1.04143
H -1.63212 -0.23806 1.62626
H -2.50125 0.85300 0.35927
H 1.01804 -2.49667 -0.31201
H 2.47344 0.89771 -0.34071
H 1.82103 2.37106 -0.36381

Run two
Computed, not measured: one molecule with the formula C4H6FNOS, with the ωB97M-V functional and the def2-TZVPD basis.

* frontier orbital gap: 9.843 eV

Cartesian coordinates (Å):
C -2.16270 -1.14634 0.01003
C -1.15102 -0.09277 -0.30181
N -1.50093 1.13826 -0.22168
O -0.60452 2.10102 -0.56104
S 0.48355 -0.63035 -0.81709
C 1.44883 0.08811 0.47155
C 2.77082 0.24383 0.36214
F 3.41950 -0.09877 -0.75592
H -3.10224 -0.67212 0.25303
H -1.82762 -1.76295 0.88152
H -2.27774 -1.82266 -0.86553
H 0.13037 1.66429 -1.01874
H 0.94484 0.35055 1.40051
H 3.42886 0.63990 1.16303

Run three
Computed, not measured: one molecule with the formula C4H6FNOS, with the ωB97M-V functional and the def2-TZVPD basis.

* frontier orbital gap: 9.691 eV

Cartesian coordinates (Å):
O -1.98876 -0.99454 -2.17158
C -1.21175 -0.87565 -1.12190
N -1.38815 -0.49738 0.14571
C -0.14709 -0.63738 0.93338
C 1.00919 0.01769 0.08430
C 0.92624 1.61320 -0.12394
F -0.63196 1.80833 0.05621
S 0.61996 -1.18256 -1.46364
H -2.18276 -0.93865 0.52838
H -0.24886 -0.20707 2.10083
H 0.16506 -1.77486 0.90252
H 2.18808 -0.18183 0.43627
H 1.52250 1.87424 -1.09875
H 1.36829 1.97646 0.79221

The least stable of them is run three.